No. 1
Molecular formula: C2H5NO2
Method: DFT, ωB97M-V/def2-TZVPD

Element x y z (Å)
C -0.677 0.534 -0.036
C -1.789 -0.391 -0.048
N 2.329 0.273 0.099
O -0.599 1.624 -0.366
O 1.326 -0.574 0.498
H -1.695 -1.221 0.531
H -2.714 0.107 0.361
H -1.890 -0.549 -1.136
H 2.959 0.241 0.859
H 2.751 -0.044 -0.761

ΔE to the lowest compared entry with this formula, charge and spin in eV: 5.2372
Frontier orbital gap (spin up / spin down) in hartree: 0.3324 / 0.2731
LUMO energy (spin up / spin down) in eV: 0.41 / 0.22
HOMO level (spin up / spin down) in eV: -8.63 / -7.21

***

No. 2
Molecular formula: C4H8O2
Method: DFT, ωB97M-V/def2-TZVPD

Element x y z (Å)
O 2.104 -0.274 -1.170
C 0.913 -0.471 -1.302
C 0.006 0.573 -0.709
C -0.307 0.138 0.721
C -1.300 1.065 1.431
O -0.955 -1.140 0.534
H 0.469 -1.397 -1.679
H -0.960 0.530 -1.232
H 0.474 1.541 -0.837
H 0.610 -0.061 1.239
H -1.751 1.882 0.872
H -0.893 1.551 2.327
H -2.047 0.394 1.859
H -1.009 -1.587 1.376

ΔE to the lowest compared entry with this formula, charge and spin in eV: 1.4827
Frontier orbital gap in hartree: 0.3858
LUMO energy in eV: 0.84
HOMO level in eV: -9.65
Structure (SMILES): C[C@@H](O)CC=O

***

No. 3
Molecular formula: C5H8O
Method: DFT, ωB97M-V/def2-TZVPD

Element x y z (Å)
O 0.455 -2.220 -0.773
C -0.215 -1.991 0.207
C -0.100 -0.693 0.996
C -0.475 0.406 0.022
C 0.155 1.768 -0.062
C 0.489 0.718 -1.083
H -0.998 -2.709 0.533
H -0.743 -0.724 1.885
H 0.936 -0.565 1.334
H -1.522 0.380 -0.274
H -0.513 2.587 -0.319
H 0.940 2.049 0.635
H 0.127 0.744 -2.106
H 1.466 0.250 -0.994

ΔE to the lowest compared entry with this formula, charge and spin in eV: 1.4534
Frontier orbital gap in hartree: 0.3934
LUMO energy in eV: 1.08
HOMO level in eV: -9.63
Structure (SMILES): O=CCC1CC1

***

No. 4
Molecular formula: C8H10F2N3NiO14S2
Method: DFT, ωB97M-V/def2-TZVPD

Element x y z (Å)
Ni -0.756 0.369 0.018
C 1.670 -4.411 -0.854
C 2.993 -4.294 -1.177
C 3.655 -2.937 -1.171
O 4.916 -2.854 -1.227
C 2.930 -1.771 -0.892
C 1.563 -1.821 -0.598
C 0.849 -3.238 -0.553
O -0.317 -3.350 -0.213
O 0.855 -0.776 -0.502
O 3.662 -5.360 -1.458
H 1.165 -5.364 -0.776
H 3.387 -0.793 -0.848
N -0.240 2.259 -0.107
S -0.230 3.599 0.706
O -0.918 4.771 0.223
O 0.960 3.793 1.490
F -1.224 3.065 1.875
S 0.678 2.907 -1.384
O 2.080 3.108 -1.194
O -0.009 3.852 -2.233
F 0.580 1.606 -2.299
O -1.803 -0.864 1.168
H -2.000 -0.984 2.091
O -1.955 -0.359 -1.418
H -2.595 -0.056 -2.062
C -3.131 2.763 -1.650
N -3.808 2.384 -0.359
O -3.181 1.723 0.414
O -4.909 2.875 -0.131
H -2.692 3.746 -1.513
H -3.975 2.832 -2.334
H -2.490 1.916 -1.890
C 0.222 -1.658 3.193
N 1.150 -0.626 2.674
O 2.333 -0.773 2.858
O 0.612 0.337 2.179
H 0.024 -2.330 2.356
H -0.667 -1.129 3.518
H 0.614 -2.158 4.077

Charge: -3
ΔE to the lowest compared entry with this formula, charge and spin in eV: 0.0000
Expectation value of S²: 2.005
2S+1: 3
Frontier orbital gap (spin up / spin down) in hartree: 0.1689 / 0.1688
LUMO energy (spin up / spin down) in eV: 6.35 / 6.35
HOMO level (spin up / spin down) in eV: 1.75 / 1.75